# 1
Density functional theory data (ωB97M-V with the def2-TZVPD basis set) for a structure of composition C31H31N10O2Pm in a non-equilibrium geometry.

## Properties
Orbital gap (alpha / beta): 4.296 / 4.298 eV
Net charge: +2
Multiplicity: 5
Largest force on an atom: 4.17 eV Å⁻¹
Relative energy (zero: lowest compared OMol25 entry of this formula, charge and spin): 434.2 kJ/mol

Positions of all 75 atoms, in Å:
Pm 0.275 -0.262 0.162
N -1.119 4.774 -0.428
C -0.346 3.759 -0.056
N -0.795 2.511 0.159
C -2.144 2.309 0.062
N -2.777 1.239 0.493
N -1.856 0.352 1.098
C -1.755 0.299 2.413
C -0.551 0.581 3.182
C -0.447 0.568 4.592
C 0.649 1.212 5.190
C 1.678 1.708 4.387
C 1.614 1.517 3.015
N 0.594 0.865 2.450
C -3.005 3.355 -0.537
C -4.359 3.088 -0.880
C -5.047 3.987 -1.674
C -4.396 5.141 -2.190
C -3.115 5.444 -1.726
C -2.420 4.571 -0.883
H -0.715 5.704 -0.475
H 0.725 4.012 0.136
H -2.593 -0.033 3.027
H -1.231 0.103 5.178
H 0.830 1.279 6.240
H 2.607 2.170 4.894
H 2.384 1.893 2.382
H -4.875 2.247 -0.385
H -6.089 3.819 -1.916
H -4.927 5.822 -2.780
H -2.652 6.393 -1.938
C 1.708 -3.740 -1.602
N 0.318 -4.062 -1.768
C -0.601 -3.306 -1.163
N -1.933 -3.572 -1.466
O -0.325 -2.400 -0.321
H 2.248 -4.714 -1.734
H 1.831 -3.408 -0.549
H 2.108 -3.012 -2.338
H 0.058 -4.696 -2.516
H -2.180 -4.455 -1.964
H -2.681 -3.233 -0.835
C 1.622 1.360 -4.375
N 0.352 1.257 -3.716
C -0.729 1.383 -4.564
C -1.910 0.837 -4.189
C -2.010 0.325 -2.863
N -0.920 0.251 -2.037
C 0.265 0.637 -2.479
O 1.335 0.493 -1.690
N -3.185 -0.088 -2.360
H 1.655 2.186 -5.111
H 1.847 0.415 -4.944
H 2.411 1.450 -3.622
H -0.636 1.839 -5.552
H -2.758 0.904 -4.848
H -4.040 0.143 -2.860
H -3.288 -0.004 -1.338
C 2.598 -4.947 3.771
C 1.367 -4.358 3.459
C 1.323 -3.335 2.514
C 2.468 -2.726 1.983
C 2.493 -1.658 1.090
C 3.744 -1.160 0.684
C 5.002 -1.587 1.194
C 5.014 -2.680 2.033
C 3.794 -3.300 2.459
C 3.763 -4.454 3.240
H 2.566 -5.809 4.478
H 0.444 -4.716 3.930
H 0.404 -2.962 2.046
H 3.807 -0.345 -0.024
H 5.887 -1.072 0.871
H 5.943 -3.129 2.433
H 4.682 -4.982 3.450

These are the Mulliken partial charges, in e, on atoms 1 to 5: number 1, Pm, carries 0.870; number 2, N, carries 0.042; number 3, C, carries -0.473; number 4, N, carries -0.031; number 5, C, carries 0.658

---

# 2
Density functional theory data (ωB97M-V with the def2-TZVPD basis set) for a structure of composition C31H31N13O3S3Ti in a non-equilibrium geometry.

## Properties
Orbital gap (alpha / beta): 5.274 / 4.886 eV
Largest force on an atom: 2.96 eV Å⁻¹
Relative energy (zero: lowest compared OMol25 entry of this formula, charge and spin): 146.6 kJ/mol

Positions of all 82 atoms, in Å:
Ti 0.148 0.430 -0.999
O 2.887 -0.686 1.681
C 1.917 -0.208 1.099
N 1.312 -0.674 0.006
C 1.790 -1.883 -0.618
C 1.732 -1.651 -2.104
C 2.537 -2.307 -3.011
C 2.461 -1.983 -4.367
C 1.567 -0.985 -4.750
C 0.777 -0.382 -3.797
N 0.841 -0.696 -2.481
C 1.271 1.082 1.526
C 1.669 1.750 2.673
C 1.050 2.946 3.003
C 0.070 3.436 2.151
C -0.252 2.723 1.010
N 0.317 1.555 0.703
H 2.809 -2.128 -0.279
H 1.127 -2.718 -0.331
H 3.225 -3.065 -2.668
H 3.079 -2.487 -5.090
H 1.482 -0.688 -5.784
H 0.045 0.372 -4.074
H 2.455 1.312 3.268
H 1.332 3.488 3.894
H -0.453 4.352 2.379
H -1.025 3.088 0.346
N -2.418 3.299 -2.758
C -2.317 2.009 -2.409
N -1.068 1.729 -2.114
C -0.399 2.932 -2.288
N -1.220 3.907 -2.689
C 0.998 2.972 -2.064
C 1.829 4.076 -2.309
N 3.126 4.041 -2.136
C 3.649 2.862 -1.720
C 2.869 1.763 -1.451
N 1.534 1.785 -1.595
H -3.243 3.816 -3.026
H -3.148 1.329 -2.396
H 1.399 5.001 -2.669
H 4.722 2.840 -1.608
H 3.308 0.831 -1.112
N -7.092 2.723 -3.336
C -6.385 2.454 -2.187
C -5.607 3.450 -1.586
C -4.803 3.149 -0.504
C -4.775 1.861 0.003
C -5.580 0.879 -0.549
C -6.382 1.171 -1.634
S -3.539 1.447 1.227
O -4.036 0.413 2.117
O -3.095 2.668 1.840
N -2.355 0.882 0.284
C -2.344 -0.382 -0.061
S -3.490 -1.601 0.468
C -2.669 -2.756 -0.535
C -1.633 -2.182 -1.175
N -1.455 -0.849 -0.921
H -7.301 3.688 -3.528
H -7.818 2.072 -3.589
H -5.661 4.462 -1.965
H -4.203 3.902 -0.020
H -5.583 -0.107 -0.113
H -7.028 0.412 -2.054
H -2.975 -3.781 -0.538
H -0.972 -2.682 -1.867
C 0.215 -3.635 4.705
N -0.775 -2.602 4.647
C -1.686 -2.384 5.750
C -2.699 -1.384 5.173
N -2.377 -1.380 3.764
C -1.250 -2.061 3.497
S -0.524 -2.224 2.024
H 0.882 -3.469 5.553
H 0.791 -3.600 3.781
H -0.249 -4.625 4.803
H -1.144 -1.990 6.616
H -2.159 -3.328 6.048
H -2.575 -0.384 5.601
H -3.735 -1.694 5.332
H -2.870 -0.782 3.110

These are the Mulliken partial charges, in e, on atoms 1 to 5: number 1, Ti, carries -1.877; number 2, O, carries -0.796; number 3, C, carries -0.266; number 4, N, carries 1.272; number 5, C, carries -1.204

---

# 3
Density functional theory data (ωB97M-V with the def2-TZVPD basis set) for a structure of composition C31H32As2CoN5O2SSe5 in a non-equilibrium geometry.

## Properties
Orbital gap (alpha / beta): 3.794 / 3.112 eV
Net charge: -1
Multiplicity: 2
Largest force on an atom: 2.48 eV Å⁻¹

Positions of all 79 atoms, in Å:
Co 1.733 0.373 -0.214
C -6.358 -0.327 1.816
C -4.987 -0.559 1.254
C -3.848 -0.274 1.995
C -2.586 -0.486 1.465
C -2.454 -1.003 0.193
C -3.583 -1.294 -0.553
C -4.842 -1.074 -0.029
S -0.889 -1.306 -0.730
O -0.174 -0.415 -3.511
O -0.963 -2.756 -0.943
N 0.265 -0.898 0.380
C 0.571 -1.641 1.466
C -0.183 -2.714 1.929
C 0.198 -3.422 3.063
C 1.326 -3.091 3.772
C 2.118 -2.008 3.355
C 3.293 -1.602 4.021
C 4.000 -0.528 3.555
C 3.537 0.159 2.425
N 2.457 -0.205 1.772
C 1.744 -1.271 2.202
H -6.353 0.478 2.546
H -6.713 -1.229 2.315
H -7.062 -0.089 1.022
H -3.950 0.128 2.994
H -1.706 -0.237 2.040
H -3.457 -1.698 -1.549
H -5.725 -1.284 -0.619
H -1.068 -3.006 1.389
H -0.416 -4.253 3.382
H 1.625 -3.653 4.644
H 3.617 -2.149 4.896
H 4.908 -0.196 4.034
H 4.079 1.022 2.057
Se 3.046 2.055 -0.967
Se 4.303 3.330 0.346
Se 4.274 3.379 -4.237
Se 4.447 1.625 -2.869
C 0.036 1.929 2.674
As 0.341 1.987 0.744
C 0.569 3.946 0.657
C -1.378 1.927 -0.159
C -2.544 2.355 0.464
C -3.753 2.348 -0.208
C -3.796 1.938 -1.528
C -2.634 1.548 -2.168
C -1.418 1.524 -1.497
As 0.231 0.917 -2.391
C -1.196 -0.470 -4.468
C 0.364 2.421 -3.695
H -0.809 2.547 2.987
H 0.949 2.322 3.134
H -0.097 0.905 3.021
H -0.311 4.445 1.078
H 0.715 4.278 -0.376
H 1.464 4.217 1.230
H -2.507 2.696 1.494
H -4.658 2.663 0.292
H -4.733 1.935 -2.066
H -2.683 1.264 -3.212
H -1.333 0.477 -4.999
H -2.143 -0.777 -4.009
H -0.903 -1.234 -5.193
H -0.586 2.617 -4.198
H 1.130 2.181 -4.442
H 0.684 3.327 -3.173
Se 6.450 -0.423 -0.371
N 6.207 -1.891 -1.360
C 4.902 -2.044 -1.574
C 4.289 -3.059 -2.307
C 2.908 -3.022 -2.424
C 2.172 -1.996 -1.867
N 2.727 -1.002 -1.152
C 4.060 -1.032 -0.982
N 4.689 -0.089 -0.292
H 4.887 -3.823 -2.779
H 2.385 -3.774 -2.991
H 1.101 -1.963 -2.005

These are the Mulliken partial charges, in e, on atoms 1 to 5: number 1, Co, carries -1.695; number 2, C, carries -1.848; number 3, C, carries 1.193; number 4, C, carries -0.871; number 5, C, carries 0.119

---

# 4
Density functional theory data (ωB97M-V with the def2-TZVPD basis set) for a structure of composition C31H32As2N3O3Pd.

## Properties
Orbital gap (alpha / beta): 8.733 / 7.104 eV
Net charge: +1
Multiplicity: 3
Largest force on an atom: 0.86 eV Å⁻¹
Relative energy (zero: lowest compared OMol25 entry of this formula, charge and spin): 96.4 kJ/mol

Positions of all 72 atoms, in Å:
Pd -0.654 -1.093 -0.936
C -0.150 0.424 1.884
C 1.351 0.330 1.595
As 1.810 -0.761 0.024
C 3.719 -1.040 0.209
C 4.407 -0.673 1.358
C 5.789 -0.827 1.410
C 6.471 -1.361 0.330
C 5.776 -1.747 -0.811
C 4.401 -1.590 -0.872
C 2.026 0.423 -1.521
C 1.358 0.084 -2.697
C 1.402 0.925 -3.805
C 2.151 2.090 -3.753
C 2.887 2.390 -2.611
C 2.827 1.561 -1.503
As -1.133 1.104 0.340
C -0.721 2.986 0.570
C -1.615 3.785 1.275
C -1.282 5.104 1.556
C -0.069 5.628 1.135
C 0.812 4.831 0.418
C 0.486 3.514 0.131
C -2.981 0.998 0.869
C -3.963 1.394 -0.035
C -5.300 1.331 0.326
C -5.661 0.864 1.584
C -4.685 0.462 2.482
C -3.343 0.528 2.126
H -0.326 1.074 2.743
H -0.530 -0.575 2.108
H 1.809 -0.204 2.429
H 1.836 1.306 1.509
H 3.895 -0.265 2.218
H 6.327 -0.531 2.300
H 7.544 -1.482 0.374
H 6.306 -2.169 -1.654
H 3.871 -1.879 -1.773
H 0.883 -0.893 -2.804
H 0.880 0.650 -4.712
H 2.192 2.747 -4.610
H 3.509 3.276 -2.586
H 3.416 1.798 -0.622
H -2.568 3.399 1.613
H -1.981 5.719 2.107
H 0.183 6.656 1.357
H 1.755 5.236 0.073
H 1.166 2.914 -0.454
H -3.691 1.753 -1.022
H -6.061 1.650 -0.374
H -6.705 0.822 1.865
H -4.962 0.105 3.465
H -2.592 0.221 2.843
N -3.679 -2.378 -0.303
C -3.676 -1.634 -1.424
N -4.822 -1.543 -2.131
O -2.663 -1.030 -1.820
H -4.492 -2.895 -0.020
H -2.801 -2.563 0.161
H -5.678 -1.983 -1.848
H -4.814 -0.961 -2.949
O 0.391 -2.872 2.335
C 0.058 -3.471 1.344
C 0.347 -4.937 1.020
C 0.032 -5.075 -0.476
C -0.453 -3.697 -0.821
O -0.624 -3.191 -1.943
N -0.627 -2.911 0.264
H -0.293 -5.560 1.645
H 1.379 -5.161 1.283
H -0.751 -5.803 -0.689
H 0.890 -5.329 -1.097

These are the Mulliken partial charges, in e, on atoms 1 to 5: number 1, Pd, carries -0.450; number 2, C, carries -1.127; number 3, C, carries -1.409; number 4, As, carries 1.605; number 5, C, carries 0.161

---

# 5
Density functional theory data (ωB97M-V with the def2-TZVPD basis set) for a structure of composition C31H32Br2Cl5N7ORe.

## Properties
Orbital gap (alpha / beta): 7.152 / 6.246 eV
Net charge: +2
Multiplicity: 4
Largest force on an atom: 0.98 eV Å⁻¹
Relative energy (zero: lowest compared OMol25 entry of this formula, charge and spin): 316.0 kJ/mol

Positions of all 79 atoms, in Å:
Re 0.399 1.115 0.666
Cl 1.333 -0.679 4.130
C 2.073 0.791 3.584
C 1.696 1.343 2.360
C 2.360 2.515 2.047
Cl 1.827 3.133 0.460
C 3.325 3.171 2.785
Cl 4.041 4.618 2.227
C 3.663 2.578 4.008
Cl 4.833 3.318 5.001
C 3.038 1.386 4.402
Cl 3.474 0.670 5.892
Br 1.147 -3.227 -3.226
C 0.123 -2.995 -1.658
C -0.568 -4.086 -1.216
C -1.432 -4.030 -0.123
Br -2.406 -5.552 0.332
C -1.484 -2.852 0.686
C -2.204 -2.791 1.890
C -2.117 -1.677 2.697
C -1.288 -0.647 2.297
N -0.624 -0.670 1.126
C -0.731 -1.721 0.298
C -0.085 -1.603 -1.102
O 1.272 0.427 -0.882
H -0.450 -5.025 -1.736
H -2.807 -3.637 2.183
H -2.648 -1.609 3.632
H -1.130 0.226 2.920
C -3.877 0.134 -0.155
N -3.548 1.549 -0.059
C -4.704 2.430 -0.212
C -2.289 2.011 -0.138
N -1.265 1.301 -0.646
C -1.537 0.513 -1.792
C -2.339 1.118 -2.761
C -2.807 0.437 -3.865
C -2.471 -0.898 -4.018
C -1.615 -1.485 -3.101
C -1.088 -0.807 -2.003
N 1.216 -0.942 -1.151
C 2.534 -1.416 -0.916
N 2.954 -1.854 0.272
C 2.094 -2.582 1.198
C 4.271 -1.518 0.808
N 3.390 -1.233 -1.905
C 4.658 -1.950 -1.996
C 3.115 -0.388 -3.066
N -1.999 3.226 0.399
C -1.254 4.212 -0.377
C -2.697 3.759 1.562
H -4.218 -0.114 -1.163
H -4.676 -0.079 0.556
H -3.010 -0.475 0.085
H -5.313 2.048 -1.032
H -4.383 3.435 -0.464
H -5.309 2.453 0.695
H -2.600 2.162 -2.636
H -3.426 0.944 -4.590
H -2.845 -1.476 -4.848
H -1.349 -2.517 -3.264
H 1.400 -3.214 0.653
H 1.570 -1.906 1.873
H 2.734 -3.234 1.792
H 4.947 -2.372 0.810
H 4.118 -1.188 1.835
H 4.702 -0.701 0.236
H 4.670 -2.782 -1.302
H 5.504 -1.291 -1.811
H 4.728 -2.339 -3.010
H 2.121 0.035 -3.008
H 3.211 -0.997 -3.963
H 3.861 0.406 -3.092
H -0.651 3.715 -1.135
H -1.952 4.896 -0.866
H -0.620 4.793 0.287
H -3.430 4.522 1.290
H -1.958 4.216 2.221
H -3.200 2.954 2.094

These are the Mulliken partial charges, in e, on atoms 1 to 5: number 1, Re, carries 0.217; number 2, Cl, carries -0.157; number 3, C, carries 0.996; number 4, C, carries -0.634; number 5, C, carries 1.016

---

# 6
Density functional theory data (ωB97M-V with the def2-TZVPD basis set) for a structure of composition C31H32Cl2N4OS3SiTa.

## Properties
Orbital gap: 7.506 eV
Net charge: +1
Largest force on an atom: 0.60 eV Å⁻¹
Relative energy (zero: lowest compared OMol25 entry of this formula, charge and spin): 30.4 kJ/mol

Positions of all 75 atoms, in Å:
Ta 0.604 0.848 0.137
C -2.419 -2.641 -0.322
C -1.893 -1.279 0.006
N -0.652 -1.000 -0.266
N 0.042 -2.100 -0.790
C 1.204 -2.239 -0.292
S 1.904 -1.117 0.865
S 2.168 -3.639 -0.768
C 2.210 -4.440 0.880
C 0.835 -4.716 1.421
C 0.024 -5.684 0.833
C -1.243 -5.937 1.333
C -1.722 -5.215 2.421
C -0.925 -4.241 3.003
C 0.349 -3.994 2.505
C -2.728 -0.322 0.742
C -4.120 -0.491 0.834
C -4.902 0.325 1.621
C -4.304 1.328 2.385
C -2.943 1.532 2.309
C -2.167 0.739 1.468
O -0.868 1.049 1.359
H -1.945 -3.366 0.345
H -2.134 -2.920 -1.335
H -3.491 -2.714 -0.200
H 2.794 -3.826 1.564
H 2.766 -5.360 0.699
H 0.391 -6.243 -0.020
H -1.858 -6.703 0.879
H -2.708 -5.419 2.817
H -1.287 -3.681 3.856
H 0.975 -3.244 2.973
H -4.605 -1.269 0.264
H -5.971 0.175 1.656
H -4.904 1.959 3.026
H -2.456 2.322 2.863
Cl 2.130 1.436 2.262
C 2.006 3.172 2.498
C 2.409 3.687 3.711
C 2.322 5.059 3.889
C 1.845 5.864 2.869
C 1.454 5.308 1.659
Cl 0.875 6.353 0.415
C 1.527 3.928 1.436
S 1.095 3.242 -0.118
H 2.775 3.037 4.492
H 2.624 5.500 4.828
H 1.771 6.934 3.000
C -2.745 2.710 -0.901
C -1.914 2.000 -1.921
C -2.274 1.951 -3.257
C -1.437 1.324 -4.176
C -0.225 0.788 -3.782
C 0.110 0.899 -2.438
N -0.754 1.438 -1.546
N 1.252 0.526 -1.776
Si 2.848 0.430 -2.575
C 4.159 0.450 -1.253
C 3.005 1.968 -3.617
C 2.957 -1.116 -3.605
H -3.298 3.520 -1.374
H -2.109 3.125 -0.120
H -3.469 2.037 -0.440
H -3.195 2.419 -3.572
H -1.730 1.273 -5.216
H 0.445 0.311 -4.481
H 3.998 1.251 -0.526
H 5.117 0.646 -1.742
H 4.241 -0.494 -0.717
H 2.907 2.864 -3.001
H 2.265 2.027 -4.417
H 3.993 1.990 -4.084
H 2.777 -2.012 -3.009
H 3.966 -1.197 -4.019
H 2.260 -1.125 -4.444

These are the Mulliken partial charges, in e, on atoms 1 to 5: number 1, Ta, carries 1.403; number 2, C, carries -1.314; number 3, C, carries 0.684; number 4, N, carries 0.970; number 5, N, carries -0.904